No. 1
Molecular formula: C9H18BNO2
Method: DFT, ωB97M-V/def2-TZVPD

Bonds (Å) are listed after each position.
Atoms and positions in Å:
1 B 2.467 -0.070 -0.239  C8 1.535, O12 1.361, O13 1.393
2 C 0.416 -1.014 1.312  C10 1.397, N11 1.159
3 C -1.591 1.931 0.421  C7 1.483, H14 1.026, H15 1.135, H16 1.144
4 C 1.584 2.342 -0.489  C8 1.541, H17 1.068, H18 1.117, H19 1.082
5 C -2.480 -1.596 0.263  C9 1.461, H20 1.116, H21 1.032, H22 1.145
6 C -0.597 -1.936 -1.346  C9 1.510, H23 1.122, H24 1.108, H25 1.040
7 C -0.857 0.930 1.232  C3 1.483, C10 1.472, H26 1.117, H27 1.024
8 C 1.449 0.865 -0.907  B1 1.535, C4 1.541, H28 1.126
9 C -1.340 -0.997 -0.427  C5 1.461, C6 1.510, C10 1.524, H29 1.124
10 C -0.373 -0.229 0.466  C2 1.397, C7 1.472, C9 1.524
11 N 0.897 -1.722 2.094  C2 1.159
12 O 3.555 0.342 0.467  B1 1.361, H30 0.960
13 O 2.382 -1.450 -0.410  B1 1.393, H31 1.044
14 H -2.595 1.739 0.341  C3 1.026
15 H -1.379 2.975 0.813  C3 1.135
16 H -1.159 1.769 -0.626  C3 1.144
17 H 0.864 2.915 -1.031  C4 1.068
18 H 2.640 2.590 -0.752  C4 1.117
19 H 1.360 2.451 0.564  C4 1.082
20 H -2.161 -2.528 0.788  C5 1.116
21 H -2.857 -0.899 0.925  C5 1.032
22 H -3.387 -1.732 -0.424  C5 1.145
23 H -0.859 -1.644 -2.397  C6 1.122
24 H 0.502 -1.980 -1.209  C6 1.108
25 H -0.958 -2.905 -1.238  C6 1.040
26 H 0.049 1.293 1.775  C7 1.117
27 H -1.535 0.529 1.887  C7 1.024
28 H 1.102 0.658 -1.958  C8 1.126
29 H -1.783 -0.197 -1.082  C9 1.124
30 H 4.139 -0.356 0.771  O12 0.960
31 H 2.504 -2.075 0.417  O13 1.044

The calculation puts the HOMO energy (spin up / spin down) at -0.312 / -0.314 hartree. The value obtained for the HOMO-LUMO gap (spin up / spin down) is 8.18 / 8.10 eV. The maximum force comes out at 4.29 eV/A.


No. 2
Molecular formula: C9H18Cl18
Method: DFT, ωB97M-V/def2-TZVPD

Bonds (Å) are listed after each position.
Atoms and positions in Å:
1 C -11.188 17.934 3.978  Cl2 1.810, Cl3 1.796, H4 1.090, H5 1.090
2 Cl -11.066 17.028 2.416  C1 1.810
3 Cl -10.699 16.801 5.283  C1 1.796
4 H -10.472 18.753 3.926  C1 1.090
5 H -12.214 18.270 4.133  C1 1.090
6 C -10.569 19.799 0.435  Cl7 1.748, Cl8 1.786, H9 1.090, H10 1.090
7 Cl -11.554 20.382 -0.887  C6 1.748
8 Cl -9.018 20.676 0.545  C6 1.786
9 H -11.136 20.022 1.339  C6 1.090
10 H -10.297 18.751 0.316  C6 1.090
11 C -12.338 16.894 8.149  Cl12 1.776, Cl13 1.827, H14 1.090, H15 1.090
12 Cl -13.622 17.294 9.307  C11 1.776
13 Cl -11.514 15.345 8.662  C11 1.827
14 H -12.780 16.726 7.166  C11 1.090
15 H -11.592 17.684 8.060  C11 1.090
16 C -14.944 20.490 6.767  Cl17 1.796, Cl18 1.780, H19 1.090, H20 1.090
17 Cl -15.315 21.901 5.719  C16 1.796
18 Cl -13.363 19.762 6.395  C16 1.780
19 H -14.957 20.849 7.796  C16 1.090
20 H -15.702 19.710 6.702  C16 1.090
21 C -7.051 16.787 3.149  Cl22 1.821, Cl23 1.819, H24 1.090, H25 1.090
22 Cl -5.326 16.696 2.574  C21 1.821
23 Cl -7.639 18.455 3.572  C21 1.819
24 H -7.748 16.410 2.401  C21 1.090
25 H -7.079 16.125 4.015  C21 1.090
26 C -13.790 21.677 2.640  Cl27 1.821, Cl28 1.796, H29 1.090, H30 1.090
27 Cl -12.676 22.610 1.542  C26 1.821
28 Cl -13.749 19.916 2.288  C26 1.796
29 H -13.441 21.783 3.667  C26 1.090
30 H -14.823 21.994 2.493  C26 1.090
31 C -15.527 15.184 5.432  Cl32 1.810, Cl33 1.801, H34 1.090, H35 1.090
32 Cl -14.528 16.516 4.720  C31 1.810
33 Cl -15.492 13.669 4.458  C31 1.801
34 H -15.186 14.981 6.447  C31 1.090
35 H -16.523 15.601 5.579  C31 1.090
36 C -8.929 22.494 3.889  Cl37 1.820, Cl38 1.763, H39 1.090, H40 1.090
37 Cl -8.478 23.199 5.506  C36 1.820
38 Cl -10.169 21.256 4.084  C36 1.763
39 H -9.243 23.301 3.227  C36 1.090
40 H -8.059 22.081 3.378  C36 1.090
41 C -14.153 15.944 1.044  Cl42 1.792, Cl43 1.778, H44 1.090, H45 1.090
42 Cl -15.403 14.680 0.819  C41 1.792
43 Cl -12.937 16.082 -0.247  C41 1.778
44 H -14.630 16.923 1.080  C41 1.090
45 H -13.643 15.791 1.995  C41 1.090

As for the SMILES: ClCCl.ClCCl.ClCCl.ClCCl.ClCCl.ClCCl.ClCCl.ClCCl.ClCCl. The calculation puts the HOMO energy at -0.394 hartree. The value obtained for the HOMO-LUMO gap is 10.78 eV. The maximum force comes out at 1.28 eV/A.


The evaluated ΔE to the lowest compared entry with this formula, charge and spin for the records listed, in turn: 64.39; 9.91 kcal per mole.
The evaluated total energy for the records listed, in turn: -583.76927; -8637.14738 a.u..